Formula: C51H144N12O15
Source: the Open Molecules 2025 dataset
Level of theory: ωB97M-V with the def2-TZVPD basis set

The lowest unoccupied orbital energy comes out at 0.331 eV. The largest force on an atom is 5.81 eV/Å. The frontier orbital gap comes out at 9.33 eV. The energy above the lowest of the compared OMol25 structures with the same formula, charge and spin is 621.26 kJ/mol. The value obtained for the molecular weight is 1165.782 g/mol.

Element x y z (Å)
C -3.03937 -4.19193 -2.55620
C -1.93495 -4.56265 -3.59312
C -1.71765 -6.06973 -3.92877
O -2.69983 -6.87951 -4.46295
C -2.30254 -8.23787 -4.39567
N -2.23380 -3.75222 -4.77613
H -2.85244 -3.12725 -2.41610
H -2.89321 -4.73179 -1.62063
H -3.94218 -4.63521 -2.97636
H -0.96231 -4.21464 -3.24532
H -1.34123 -6.37003 -2.95090
H -0.81631 -6.03326 -4.54062
H -3.13389 -8.91611 -4.58788
H -1.94646 -8.53346 -3.40879
H -1.48121 -8.55797 -5.03680
H -3.03420 -3.17050 -4.57348
H -2.47828 -4.35918 -5.54551
C 0.38873 -4.40127 8.69079
C 1.55317 -3.29722 8.76196
C 2.17353 -2.93957 7.39817
O 1.09229 -2.65216 6.52544
C 1.46110 -2.50793 5.19249
N 1.00088 -2.09139 9.39144
H -0.42591 -4.24573 7.98349
H -0.03473 -4.36085 9.69436
H 0.78855 -5.38892 8.46103
H 2.39109 -3.64042 9.36875
H 2.78660 -3.76329 7.03247
H 2.85908 -2.11730 7.60312
H 1.74291 -3.49622 4.82921
H 2.16233 -1.67418 5.15723
H 0.62272 -2.31016 4.52458
H 0.15053 -2.29368 9.89748
H 0.68330 -1.66284 8.53378
C 3.38977 -8.45444 4.00718
C 3.44383 -7.55458 2.77548
C 4.28926 -7.93201 1.57818
O 5.58366 -8.48004 1.97433
C 5.69347 -9.93090 1.78451
N 2.00833 -7.36661 2.41819
H 2.74105 -8.09658 4.80668
H 4.40933 -8.64672 4.34127
H 3.03697 -9.43680 3.69317
H 3.86033 -6.64300 3.20404
H 4.79483 -6.99715 1.33624
H 3.75477 -8.29531 0.70044
H 5.56268 -10.25800 0.75301
H 5.09188 -10.46640 2.51897
H 6.69098 -10.27680 2.05547
H 1.70179 -8.21702 1.96772
H 1.92108 -6.73479 1.63505
C -3.37311 3.18033 4.01536
C -4.88189 3.07515 4.21106
C -5.43907 1.77016 3.55096
O -5.15645 1.78938 2.13571
C -5.72153 0.69028 1.48621
N -5.17719 2.98775 5.61775
H -2.86402 2.36231 4.52503
H -3.10785 4.17244 4.38068
H -3.15322 3.08526 2.95201
H -5.50131 3.80691 3.69247
H -6.49393 1.66623 3.80509
H -5.05513 0.88345 4.05538
H -6.72534 1.01786 1.21576
H -5.73327 -0.25761 2.02424
H -5.13702 0.47476 0.59178
H -6.14946 2.80707 5.82304
H -4.66124 2.17834 5.93198
C 3.86511 -4.94634 -3.06531
C 2.96775 -4.58365 -1.86746
C 2.77993 -5.88544 -1.06047
O 2.12856 -5.66642 0.15031
C 0.65950 -5.42541 -0.00684
N 3.69326 -3.66817 -1.19014
H 3.52853 -5.59002 -3.87802
H 4.76086 -5.52143 -2.83080
H 4.08675 -3.98925 -3.53748
H 1.99104 -4.18486 -2.14150
H 3.77825 -6.18651 -0.74294
H 2.33925 -6.71955 -1.60651
H 0.26514 -4.71328 -0.73172
H 0.39784 -4.91085 0.91774
H 0.09894 -6.35778 0.06076
H 3.36243 -3.73341 -0.23809
H 3.32794 -2.77578 -1.49062
C 2.46879 4.35073 3.54165
C 2.20679 2.99070 2.79384
C 0.78967 2.48790 3.09585
O 0.94715 1.09423 2.81171
C -0.05848 0.38134 3.49772
N 2.47231 3.03215 1.37720
H 3.52303 4.62448 3.49982
H 2.19806 4.09696 4.56654
H 1.86007 5.17494 3.16984
H 2.88557 2.21194 3.14154
H 0.18922 3.06498 2.39262
H 0.34545 2.70576 4.06708
H -0.12065 -0.58719 3.00155
H -1.12800 0.50241 3.32572
H 0.36901 0.14150 4.47129
H 2.82143 2.13089 1.08403
H 1.59455 3.15992 0.89418
C -7.04922 4.35400 -1.83430
C -6.49186 5.41399 -2.78546
C -6.41268 6.83598 -2.21394
O -5.69681 6.76662 -1.00940
C -5.53732 8.00011 -0.36988
N -5.16042 5.02347 -3.17025
H -6.38707 4.27004 -0.97254
H -7.24437 3.42962 -2.37792
H -7.99022 4.68380 -1.39402
H -6.98296 5.41700 -3.75856
H -7.41909 7.22963 -2.07157
H -5.94738 7.46099 -2.97614
H -6.48331 8.44626 -0.06304
H -4.91608 8.72165 -0.90048
H -5.21753 7.91259 0.66848
H -4.92119 4.06288 -2.96994
H -4.57907 5.51800 -2.50876
C 1.65940 -1.20308 0.44102
C 0.24734 -0.98729 -0.13053
C -0.00716 0.42622 -0.61240
O -1.33300 0.79046 -0.93260
C -1.82349 2.07352 -0.48548
N -0.02531 -2.00263 -1.12588
H 2.33172 -0.79186 -0.31197
H 1.97194 -2.23424 0.60570
H 1.90856 -0.71534 1.38343
H -0.41294 -1.23863 0.69950
H 0.69394 0.73352 -1.38836
H 0.24095 1.00737 0.27575
H -2.90518 2.00709 -0.36868
H -1.53995 2.75650 -1.28625
H -1.43140 2.38310 0.48330
H 0.64066 -1.93046 -1.88177
H -0.95285 -1.80143 -1.47128
C 4.65768 1.34482 -2.20620
C 4.06436 2.69269 -2.12893
C 4.84166 3.68018 -1.25857
O 4.27870 4.98994 -1.24580
C 4.58945 5.78119 -0.08773
N 4.03795 3.28103 -3.44724
H 5.64502 1.52822 -2.63001
H 4.03653 0.72603 -2.85380
H 4.61878 0.92932 -1.19925
H 3.07189 2.69449 -1.67826
H 5.87331 3.78350 -1.59489
H 4.77395 3.31533 -0.23368
H 4.39603 5.18901 0.80670
H 3.89067 6.61770 -0.09481
H 5.62460 6.12254 -0.09356
H 5.01186 3.23815 -3.71133
H 3.78710 4.25468 -3.35142
C -5.85906 -3.56609 -6.32770
C -5.78593 -2.34062 -7.16178
C -4.58566 -1.44333 -6.65117
O -4.69350 -1.17075 -5.26640
C -3.54770 -0.60616 -4.66239
N -5.60834 -2.69151 -8.53926
H -4.85048 -3.97940 -6.32168
H -6.49031 -4.33805 -6.76782
H -6.20140 -3.36936 -5.31172
H -6.69431 -1.74390 -7.07879
H -4.54095 -0.52719 -7.24006
H -3.61429 -1.84282 -6.94262
H -3.42191 0.37112 -5.12845
H -2.70700 -1.22683 -4.97236
H -3.54262 -0.65382 -3.57344
H -5.17633 -3.57906 -8.75310
H -5.08844 -1.97940 -9.03192
C 5.01481 0.12535 3.15051
C 5.82869 -1.02003 3.77622
C 5.54831 -2.31674 3.02658
O 4.18406 -2.74272 3.30640
C 3.79151 -3.96252 2.78270
N 7.19337 -0.56552 3.68092
H 5.38163 0.35696 2.15055
H 5.03198 1.02900 3.75979
H 3.93610 -0.02758 3.18357
H 5.59952 -1.14747 4.83421
H 6.12695 -3.15913 3.40559
H 5.84382 -2.23546 1.98056
H 2.73572 -4.21187 2.88864
H 4.40444 -4.75755 3.20738
H 4.04468 -3.86522 1.72699
H 7.90609 -1.27199 3.79501
H 7.35685 -0.18593 2.75936
C 0.40416 5.40725 -1.43961
C 0.02037 5.96551 -0.05393
C 0.90551 7.13114 0.31191
O 0.94493 7.24770 1.75229
C 2.05482 8.11260 2.04198
N -1.32844 6.51093 0.04010
H 1.25956 4.73634 -1.51884
H 0.48922 6.29404 -2.06768
H -0.44430 4.80414 -1.76285
H 0.12750 5.24008 0.75253
H 0.68959 8.09419 -0.15070
H 1.88619 6.79667 -0.02646
H 2.19914 9.02144 1.45778
H 2.94961 7.49551 2.12352
H 2.01342 8.44801 3.07827
H -1.55021 6.51728 1.02543
H -2.02421 5.89123 -0.34974
C -2.63273 7.74950 -2.64598
O -2.24187 8.60835 -1.63512
H -3.41404 7.06921 -2.30705
H -3.21599 8.36929 -3.32698
H -1.82768 7.16326 -3.08904
H -1.63911 8.16024 -1.03722
C 0.04869 1.57061 -4.06800
O 1.15970 0.76882 -4.58395
H 0.11690 1.99834 -3.06775
H -0.20311 2.38148 -4.75151
H -0.84462 0.94885 -4.00876
H 1.73016 1.47010 -4.90701
C -1.56489 5.17853 -6.38700
O -2.22664 6.42883 -6.46569
H -0.93915 4.95851 -5.52204
H -2.20429 4.29600 -6.36664
H -0.93421 5.00837 -7.25957
H -2.93375 6.39373 -7.11404